{"formula": "C3HCl2N", "method": "wB97M-V/def2-TZVPD", "energy_ev": -29659.6301, "e_above_lowest_ev": 1.376, "lumo_energy_ev": 0.3, "homo_ev": -9.77, "gap_ha": 0.369, "elements": ["C", "C", "C", "N", "Cl", "Cl", "H"], "xyz": [[-0.507, -0.397, -0.253], [0.225, -0.035, 0.811], [0.488, 1.035, -1.934], [-0.221, 0.237, -1.415], [1.433, 1.184, 0.630], [-0.168, -0.855, 2.263], [-1.250, -1.170, -0.101]], "mulliken_charge": [-0.326, 0.492, -0.046, -0.170, -0.134, -0.161, 0.347]}

***

{"formula": "C3HCl2NO2", "method": "wB97M-V/def2-TZVPD", "energy_ev": -33754.2373, "e_above_lowest_ev": 2.067, "lumo_energy_ev": -0.3, "homo_ev": -9.21, "gap_ha": 0.328, "elements": ["C", "C", "C", "H", "N", "O", "O", "Cl", "Cl"], "xyz": [[-0.748, -0.191, 0.007], [1.417, -0.106, 0.156], [-0.333, 0.953, -0.542], [-1.681, -1.197, 1.432], [1.004, 0.943, -0.568], [-1.872, -0.925, 0.234], [0.334, -0.850, 0.460], [2.909, -0.719, 0.653], [-1.030, 2.092, -1.832]], "mulliken_charge": [0.687, 0.512, 0.026, 0.431, -0.486, -0.582, -0.290, -0.126, -0.173]}

***

{"formula": "C3HCl2NOS", "method": "wB97M-V/def2-TZVPD", "energy_ev": -42542.0723, "e_above_lowest_ev": 2.061, "lumo_energy_ev": -0.6, "homo_ev": -9.03, "gap_ha": 0.309, "elements": ["C", "C", "C", "H", "N", "O", "S", "Cl", "Cl"], "xyz": [[0.353, -0.549, -0.274], [-0.543, 1.238, -0.838], [-0.659, -0.253, 0.687], [2.260, -1.824, 1.351], [0.267, 0.335, -1.256], [-1.214, 1.076, 0.280], [1.596, -1.862, -0.285], [-0.948, 2.585, -1.909], [-1.111, -0.746, 2.243]], "mulliken_charge": [0.194, 0.523, 0.330, 0.156, -0.420, -0.258, -0.234, -0.147, -0.144]}

***

{"formula": "C3HCl3NP", "method": "wB97M-V/def2-TZVPD", "energy_ev": -51466.1452, "e_above_lowest_ev": 6.111, "lumo_energy_ev": [-2.2, -2.2], "homo_ev": [-8.83, -8.83], "gap_ha": [0.245, 0.245], "elements": ["C", "C", "C", "N", "P", "Cl", "Cl", "Cl", "H"], "xyz": [[1.608, -0.190, 0.697], [-1.194, -1.631, -0.282], [1.088, 1.023, 0.042], [-0.202, 1.085, -0.172], [-1.309, -0.064, 0.143], [2.975, -0.961, 0.107], [-2.571, -2.615, -0.240], [2.061, 2.392, -0.392], [-2.456, 0.962, 0.097]], "mulliken_charge": [-0.273, -0.113, 0.723, -0.347, 0.147, -0.006, -0.106, -0.126, 0.101]}

***

{"formula": "C3HCl5", "method": "wB97M-V/def2-TZVPD", "energy_ev": -65735.4006, "e_above_lowest_ev": 2.699, "lumo_energy_ev": -1.0, "homo_ev": -9.15, "gap_ha": 0.301, "elements": ["C", "C", "C", "Cl", "Cl", "Cl", "Cl", "Cl", "H"], "xyz": [[1.539, -0.267, 0.479], [0.779, -0.924, -0.415], [-1.522, 1.176, -0.061], [1.791, -0.692, 2.081], [0.807, -0.298, -1.984], [-0.441, -2.155, -0.096], [-2.389, 1.255, 1.397], [-2.583, 1.364, -1.292], [2.020, 0.541, -0.109]], "mulliken_charge": [-0.180, 0.273, 0.095, -0.152, -0.153, -0.138, -0.062, -0.023, 0.340]}

***

{"formula": "C3HCl5", "method": "wB97M-V/def2-TZVPD", "energy_ev": -65734.2081, "e_above_lowest_ev": 0.214, "lumo_energy_ev": [0.5, -2.2], "homo_ev": [-6.10, -11.11], "gap_ha": [0.243, 0.326], "spin_multiplicity": 3, "s2": 2.0090, "elements": ["C", "C", "C", "Cl", "Cl", "Cl", "Cl", "Cl", "H"], "xyz": [[0.932, -0.535, 0.029], [-0.193, 0.104, -0.735], [-0.586, 0.521, 0.653], [0.863, -2.168, 0.473], [0.304, 1.422, -1.801], [-1.306, -0.981, -1.562], [-1.693, -0.424, 1.542], [-0.180, 2.064, 1.269], [1.860, -0.003, 0.132]], "lowdin_spin": [0.685, 0.085, 0.647, 0.194, 0.027, 0.024, 0.145, 0.165, 0.029]}

***

{"formula": "C3HClNO2S", "method": "wB97M-V/def2-TZVPD", "energy_ev": -32069.2801, "e_above_lowest_ev": 2.008, "lumo_energy_ev": 3.6, "homo_ev": -3.67, "gap_ha": 0.266, "total_charge": -1, "elements": ["C", "C", "C", "N", "O", "O", "S", "Cl", "H"], "xyz": [[-1.492, 1.077, -1.300], [1.130, 0.017, 1.218], [-0.177, -1.002, -0.905], [-1.092, -0.080, -1.102], [1.951, 0.502, 2.004], [-0.029, -2.154, -1.153], [1.428, 0.056, -0.474], [-1.847, 2.120, 0.166], [0.128, -0.535, 1.545]], "mulliken_charge": [-0.203, 0.163, 0.443, -0.124, -0.529, -0.589, -0.141, -0.254, 0.233]}

***

{"formula": "C3HCsFO2", "method": "wB97M-V/def2-TZVPD", "energy_ev": -10478.4941, "e_above_lowest_ev": 0.000, "lumo_energy_ev": -4.2, "homo_ev": -12.85, "gap_ha": 0.319, "total_charge": 1, "elements": ["C", "O", "O", "C", "C", "H", "Cs", "F"], "xyz": [[1.575, 0.040, -1.234], [2.686, -0.227, -1.148], [-0.285, 0.852, -3.075], [-0.502, 0.701, -1.924], [0.200, 0.308, -0.895], [-0.757, -0.162, 1.155], [-1.672, -1.160, 5.055], [-1.244, -0.352, 2.066]], "mulliken_charge": [0.832, -0.221, -0.278, 0.740, -1.069, 0.419, 0.997, -0.420]}

***

{"formula": "C3HF", "method": "wB97M-V/def2-TZVPD", "energy_ev": -5834.9353, "e_above_lowest_ev": 4.226, "lumo_energy_ev": [-3.9, -3.9], "homo_ev": [-10.47, -10.50], "gap_ha": [0.241, 0.242], "elements": ["C", "C", "C", "F", "H"], "xyz": [[-2.332, 1.931, 0.251], [-1.473, 0.999, 0.168], [-0.510, 0.183, 0.009], [1.102, 1.558, 1.215], [0.602, -0.023, -0.140]], "mulliken_charge": [-0.220, 0.221, 0.207, -0.612, 0.404]}

***

{"formula": "C3HF2O2S", "method": "wB97M-V/def2-TZVPD", "energy_ev": -23490.6556, "e_above_lowest_ev": 0.601, "lumo_energy_ev": 3.8, "homo_ev": -4.68, "gap_ha": 0.313, "total_charge": -1, "smiles": "C#CC([O-])=S(=O)(F)F", "elements": ["C", "C", "C", "O", "O", "F", "F", "S", "H"], "xyz": [[-2.134, 0.019, -0.074], [-1.077, -0.519, 0.216], [0.354, -0.610, 0.576], [2.516, 0.520, -0.042], [0.979, -1.425, 1.172], [0.499, 1.931, 0.543], [0.859, -0.924, -1.636], [1.132, 0.534, -0.506], [-3.129, 0.474, -0.249]], "mulliken_charge": [-0.077, -0.317, 0.645, -0.583, -0.494, -0.538, -0.541, 0.569, 0.336]}

***

{"formula": "C3HF3N2O", "method": "wB97M-V/def2-TZVPD", "energy_ev": -16299.2745, "lumo_energy_ev": [-0.2, -2.2], "homo_ev": [-8.90, -10.94], "gap_ha": [0.320, 0.322], "spin_multiplicity": 3, "s2": 2.0144, "elements": ["C", "C", "C", "N", "N", "O", "F", "F", "F", "H"], "xyz": [[0.960, -0.500, -0.377], [2.194, -0.103, -0.332], [0.046, -0.298, 0.795], [-1.088, 0.392, 0.320], [-1.234, 0.974, -0.791], [0.275, -0.352, 1.973], [0.298, -0.826, -1.500], [2.924, 0.197, 0.708], [-2.526, 0.728, -1.302], [-1.849, -0.211, 0.507]], "lowdin_spin": [0.107, 0.691, 0.069, 0.200, 0.594, 0.070, 0.014, 0.182, 0.069, 0.005]}

***

{"formula": "C3HF3S", "method": "wB97M-V/def2-TZVPD", "energy_ev": -22108.2526, "e_above_lowest_ev": 5.326, "lumo_energy_ev": [-1.7, -1.7], "homo_ev": [-9.34, -9.34], "gap_ha": [0.282, 0.282], "smiles": "C#S#CC(F)(F)F", "elements": ["C", "C", "C", "F", "F", "F", "S", "H"], "xyz": [[-0.031, 2.155, 0.157], [0.114, 0.152, -0.993], [-0.096, -1.019, -0.032], [-1.238, -1.694, -0.177], [0.934, -1.814, -0.247], [0.019, -0.651, 1.235], [1.185, 1.341, -0.558], [-0.888, 1.530, 0.615]], "mulliken_charge": [-0.215, -0.421, 0.947, -0.226, -0.232, -0.233, 0.151, 0.229]}